Molecular formula: C28H65GaO10P
Method: DFT, the ωB97M-V functional and the def2-TZVPD basis

Geometry as XYZ:
```
105
Properties=species:S:1:pos:R:3:forces:R:3:mulliken_charge:R:1
C 6.637990 -0.009846 0.127939 -0.6 -0.1 0.4 -1.5517
C 5.308323 -0.641960 -0.244448 0.9 0.2 -0.3 0.1150
O 4.775066 -0.032844 -1.428927 -0.4 -0.1 1.1 -0.3364
P 3.184884 0.215890 -1.462077 -0.1 0.5 -1.2 0.9043
O 2.787266 0.302102 -2.859641 -0.3 -0.1 -1.1 -0.8419
C 2.287005 -1.074377 -0.572194 0.3 -0.2 -0.1 -0.7723
C 1.102089 -1.665977 -1.361490 -0.5 0.2 0.4 -1.2906
C -0.264566 -1.239553 -0.777470 0.1 -0.4 0.0 0.4106
Ga -1.329467 -2.824851 0.011172 -0.5 -0.1 -0.2 0.5586
C -2.343726 -2.186628 1.683812 0.5 0.5 -0.5 -1.3062
C -2.809458 -0.719217 1.676417 -0.4 -0.7 0.6 0.2958
C -4.112182 -0.483215 0.926392 0.5 0.0 -0.4 0.2151
C -4.043795 -0.731890 -0.583324 -0.5 0.8 -0.4 -0.0078
C -4.749715 0.343974 -1.437809 0.1 -0.2 -0.1 -0.9701
C -3.858618 1.478355 -1.974578 0.1 -0.4 0.5 -1.1219
C -2.832205 2.047610 -1.006798 0.0 0.8 -0.2 0.5795
C -3.490424 3.032271 -0.033570 0.2 -0.7 -0.6 -1.0124
O -2.819064 3.120577 1.205163 -0.3 0.3 0.0 0.0551
C -2.100465 4.313140 1.380020 0.2 0.0 0.3 -0.9118
O 3.008943 1.661253 -0.773380 0.0 -0.7 0.8 -0.4956
C 1.707421 1.906504 -0.203287 0.2 0.9 0.5 -0.1320
C 1.690997 1.647371 1.308094 0.0 -0.6 -0.6 -1.2025
H 7.164118 -0.721692 0.755343 0.4 -0.1 0.0 0.3885
H 7.208556 0.267152 -0.746172 0.2 0.0 -0.2 0.3199
H 6.446198 0.852483 0.753703 0.1 0.5 -0.1 0.3902
H 4.653569 -0.550239 0.615797 -0.4 -0.1 0.0 0.3368
H 5.475933 -1.691630 -0.462232 -0.2 -0.3 0.0 0.2483
H 2.982807 -1.873227 -0.336950 0.3 -0.1 0.0 0.5914
H 1.914396 -0.739202 0.384201 0.0 0.2 0.3 0.5440
H 1.204896 -2.742810 -1.300961 0.0 -0.3 0.0 0.3845
H 1.136996 -1.410591 -2.411936 0.3 0.1 -0.2 0.3799
H -0.816516 -0.740413 -1.567796 -0.4 0.1 -0.1 0.4202
H -0.157727 -0.505503 0.022726 0.2 0.2 0.1 -0.5802
H -0.339928 -4.072571 0.325163 0.2 0.2 0.1 -0.5023
H -2.381401 -3.346533 -1.108815 0.0 0.0 -0.1 -0.3939
H -1.634546 -2.263483 2.507187 0.2 -0.2 0.2 0.4049
H -3.195649 -2.815299 1.935685 -0.1 -0.2 0.0 0.4175
H -3.008580 -0.445531 2.716028 0.0 0.3 0.2 0.1327
H -2.021235 -0.047109 1.357669 0.2 0.2 -0.4 -0.2789
H -4.860911 -1.146055 1.354219 -0.3 0.0 0.2 0.4823
H -4.423430 0.543843 1.097260 -0.2 0.3 0.1 -0.4883
H -3.021651 -0.782143 -0.927217 0.4 -0.2 0.0 -0.5842
H -4.500379 -1.673882 -0.849206 0.1 -0.4 0.1 0.4842
H -5.615843 0.752222 -0.922354 -0.1 0.1 0.3 0.4113
H -5.153869 -0.166343 -2.307814 -0.2 0.0 -0.3 0.3920
H -4.488693 2.316065 -2.266550 -0.2 0.1 -0.4 0.3454
H -3.339305 1.110335 -2.853643 0.1 0.0 -0.2 0.4433
H -2.240614 1.305586 -0.493391 -0.1 -0.4 0.3 -0.4384
H -2.130052 2.630582 -1.601656 0.3 0.0 -0.1 0.4485
H -4.528138 2.726674 0.103867 -0.1 0.0 0.5 0.3019
H -3.504376 3.994185 -0.539227 -0.2 0.4 0.1 0.5302
H -2.038538 4.514748 2.445113 0.0 0.0 0.2 0.2845
H -2.576217 5.172145 0.908063 -0.2 0.1 -0.1 0.3934
H -1.076742 4.245833 1.010409 0.2 -0.1 -0.2 0.1311
H 0.917753 1.381074 -0.731605 0.0 -0.4 -0.1 0.1395
H 1.533563 2.963114 -0.365578 -0.1 0.2 -0.2 0.4897
H 0.849509 1.012767 1.561690 -0.3 0.1 0.3 0.2277
H 1.695160 2.553992 1.895096 -0.1 0.2 0.1 0.3099
H 2.576902 1.074131 1.550897 0.3 0.0 0.2 0.4207
C -4.064356 2.316512 4.475479 0.0 0.1 0.1 -0.4671
O -5.263827 3.066468 4.465930 -0.1 -0.2 0.1 -0.3751
C -5.775605 3.222165 3.153141 0.1 0.2 0.2 -0.0060
C -7.244543 3.576748 3.194850 0.0 0.0 -0.1 -0.6155
O -8.100829 2.463208 3.417792 0.0 0.1 0.1 -0.4717
C -8.159387 1.951468 4.739506 0.0 -0.1 -0.1 -0.3937
C -8.963584 2.805617 5.695066 0.2 0.0 0.2 -0.5806
O -8.196020 3.898679 6.171056 0.0 0.1 -0.2 -0.2319
C -9.000106 4.898778 6.745756 0.1 -0.1 0.0 -0.7773
H -3.290037 2.806303 3.876951 0.0 -0.1 -0.1 0.0039
H -3.727753 2.241240 5.508533 0.0 0.1 0.0 0.3575
H -4.237006 1.307706 4.088733 0.1 0.0 -0.1 0.2676
H -5.640787 2.298501 2.577718 0.0 0.0 0.0 0.0432
H -5.219281 4.031350 2.659492 0.0 -0.1 -0.2 0.2983
H -7.521107 3.950190 2.206187 0.0 0.0 0.0 0.4221
H -7.436532 4.373963 3.916124 0.1 0.0 0.1 0.2146
H -7.160848 1.754177 5.133488 0.0 0.1 0.1 0.1792
H -8.674324 0.992626 4.646100 0.0 0.0 0.0 0.3921
H -9.266051 2.193656 6.557313 -0.1 0.0 -0.1 0.4331
H -9.862626 3.171793 5.183495 0.0 0.0 0.0 0.3461
H -9.696957 5.314109 6.007197 -0.1 0.0 0.1 0.3183
H -8.342734 5.694959 7.090345 0.0 0.0 0.0 0.2325
H -9.566569 4.510077 7.601351 -0.1 0.0 0.0 0.3111
C 5.269548 -2.693463 -4.180740 0.0 0.1 0.0 -0.7420
O 6.660733 -2.891484 -4.362139 0.0 -0.3 0.1 -0.3378
C 7.379517 -2.665784 -3.166030 0.0 0.1 -0.3 -0.2909
C 8.745198 -3.311603 -3.229118 0.0 0.0 0.1 -0.5405
O 8.731538 -4.712420 -2.982501 0.0 0.0 -0.1 -0.4733
C 8.260226 -5.543865 -4.032464 0.0 -0.1 0.1 -0.4078
C 9.243446 -5.714779 -5.169407 -0.2 0.1 -0.2 -0.5734
O 9.199579 -4.604277 -6.048713 0.1 0.1 0.1 -0.2384
C 10.329540 -4.544824 -6.884122 -0.1 0.0 0.0 -0.7734
H 5.057637 -1.669707 -3.856039 -0.1 0.0 0.0 0.2829
H 4.777906 -2.875565 -5.133555 0.0 0.0 0.0 0.3312
H 4.873165 -3.401314 -3.442848 0.0 0.1 0.0 0.3101
H 6.828561 -3.072626 -2.308230 0.0 0.0 0.0 0.2169
H 7.499206 -1.581093 -3.028732 0.0 0.0 0.2 0.3990
H 9.347388 -2.889846 -2.420903 0.0 0.0 0.0 0.4025
H 9.245553 -3.080076 -4.171282 -0.1 0.0 -0.1 0.2061
H 7.289477 -5.206822 -4.399956 0.1 0.1 -0.1 0.1949
H 8.118813 -6.524326 -3.572080 0.0 0.0 0.0 0.3867
H 8.981740 -6.618656 -5.738390 0.1 -0.1 0.1 0.4343
H 10.254649 -5.830791 -4.759180 0.0 0.0 0.0 0.3402
H 11.247426 -4.430163 -6.294278 0.0 -0.1 0.0 0.3180
H 10.218918 -3.675100 -7.528899 0.0 0.0 0.0 0.2342
H 10.408788 -5.443074 -7.509024 0.1 0.0 0.0 0.3108
```
Positions in Å, forces in eV/Å.

Output
Orbital gap (eV): 7.0
LUMO (Ha): 0.0840
Charge: -1
Strongest force on any atom (eV/A): 1.28